C3H5O3 | ωB97M-V/def2-TZVPD

```
11
Properties=species:S:1:pos:R:3
O -2.573 -0.925 -0.180
C -1.637 -0.119 0.012
O -1.862 1.091 0.312
C -0.200 -0.526 -0.250
C 0.796 0.563 0.108
O 2.276 -0.234 -0.232
H 0.088 -1.376 0.381
H -0.157 -0.908 -1.266
H 0.491 1.005 1.081
H 0.889 1.370 -0.593
H 1.889 0.059 0.628
```

- energy (eV) = -9333.1028
- molecular weight (g mol⁻¹) = 89.1
- Kohn-Sham gap (eV) = 7.89
- strongest force on any atom (Eh/bohr) = 0.084
- lowest unoccupied orbital energy (eV) = 3.93
- relative energy (zero: lowest compared OMol25 entry of this formula, charge and spin) (kJ/mol) = 270.1
- net charge = -1